## i
Computed, not measured: 7 unconnected molecules or ions with the total composition BrH12O6, with ωB97M-V with the def2-TZVPD basis set.

Positions of all 19 atoms, in Å:
Br: -31.389 -6.076 11.314
O: -33.326 -3.775 9.810
O: -28.782 -3.742 11.165
O: -30.822 -8.775 12.925
O: -31.612 -3.495 13.957
O: -34.374 -7.140 9.616
O: -29.823 -8.214 9.199
H: -30.965 -7.920 12.401
H: -29.605 -4.382 11.177
H: -34.930 -7.687 10.176
H: -29.663 -9.004 9.588
H: -28.551 -3.501 12.015
H: -31.504 -3.910 13.207
H: -30.257 -7.645 9.775
H: -31.709 -9.247 12.944
H: -34.272 -4.083 9.440
H: -33.015 -4.521 10.192
H: -33.547 -7.330 10.131
H: -31.743 -2.534 13.470

* gap between HOMO and LUMO: 9.08 eV
* total charge: -1


## ii
Computed, not measured: 7 unconnected molecules or ions with the total composition BrH12O6, with ωB97M-V with the def2-TZVPD basis set.

Positions of all 19 atoms, in Å:
Br: 2.766 2.684 2.013
O: 2.815 3.417 5.307
O: 2.932 5.923 2.308
O: 0.076 2.468 4.412
O: 4.774 0.994 0.100
O: 4.791 1.052 4.130
O: -0.464 3.677 1.278
H: 2.587 5.041 2.140
H: 4.477 0.990 5.060
H: 2.111 6.427 2.100
H: 5.603 1.443 0.262
H: 0.797 2.121 3.907
H: -1.114 3.662 1.967
H: 2.903 2.458 5.431
H: 2.422 3.678 4.481
H: 0.418 3.496 1.642
H: 0.101 3.435 4.202
H: 4.060 1.282 0.627
H: 4.022 1.424 3.738

* gap between HOMO and LUMO: 9.14 eV
* total charge: -1


The data favor ii; the next most stable structure lies 24.7 kcal/mol above it.


## i
Computed, not measured: a single C2H3ClOS molecule, with ωB97M-V with the def2-TZVPD basis set.

Positions of all 8 atoms, in Å:
Cl: 2.797 1.034 -0.245
S: 2.089 -0.849 0.454
O: 0.757 -0.927 -0.371
C: -1.273 0.451 -0.349
C: -0.501 -0.349 0.351
H: -1.295 0.449 -1.452
H: -2.008 0.776 0.263
H: -0.567 -0.585 1.348

* SMILES: C=COSCl
* gap between HOMO and LUMO: 8.97 eV
* total charge: 0


## ii
Computed, not measured: 2 unconnected molecules or ions with the total composition C2H3ClOS, with ωB97M-V with the def2-TZVPD basis set.

Positions of all 8 atoms, in Å:
Cl: -3.023 0.313 -0.135
S: -1.662 1.831 -0.010
O: -0.577 -1.532 -0.083
C: 1.656 -0.502 -0.237
C: 0.446 -0.968 0.014
H: 2.480 -0.584 0.474
H: 1.846 0.209 -1.024
H: -1.166 1.233 1.000

* SMILES: C=C=O.SCl
* gap between HOMO and LUMO: 9.06 eV
* total charge: 0


The data favor ii; the next most stable structure lies 13.2 kcal/mol above it.


## i
Computed, not measured: 2 unconnected molecules or ions with the total composition C4H8BrN, with ωB97M-V with the def2-TZVPD basis set.

Positions of all 14 atoms, in Å:
Br: -1.715 2.836 -0.442
N: -0.048 1.044 -1.737
C: 0.944 2.115 0.157
C: 0.002 2.021 -0.785
C: 0.113 -1.974 0.976
C: -0.937 -2.769 1.016
H: -1.188 -3.044 2.090
H: -0.362 1.154 -2.756
H: -1.501 -2.897 0.141
H: 0.736 0.403 -1.779
H: 0.341 -1.400 0.074
H: 0.818 2.455 1.182
H: 2.058 1.734 0.090
H: 0.739 -1.677 1.772

* SMILES: C=C(N)Br.C=C
* gap between HOMO and LUMO: 9.54 eV
* total charge: 0


## ii
Computed, not measured: 2 unconnected molecules or ions with the total composition C4H8BrN, with ωB97M-V with the def2-TZVPD basis set.

Positions of all 14 atoms, in Å:
Br: -3.212 -0.379 -0.199
N: 0.915 1.956 -0.456
C: 0.343 -0.141 0.304
C: 0.118 0.998 -0.612
C: 0.501 -1.360 -0.588
C: 0.454 0.055 1.590
H: -2.023 -0.333 0.527
H: 1.181 -1.004 -1.326
H: -0.709 0.928 -1.382
H: 0.908 2.762 -1.064
H: -0.444 -1.614 -1.016
H: 0.904 -2.174 -0.105
H: 0.466 1.070 1.999
H: 0.600 -0.763 2.328

* SMILES: [H]/N=C/C(=C)C.Br
* gap between HOMO and LUMO: 10.44 eV
* total charge: 0


The data favor ii; the next most stable structure lies 21.5 kcal/mol above it.


## i
Computed, not measured: a single C5H5NS molecule, with ωB97M-V with the def2-TZVPD basis set.

Positions of all 12 atoms, in Å:
S: -3.277 -0.383 0.062
N: -0.641 -1.002 -0.297
C: 1.969 -0.794 0.087
C: -1.641 -0.016 -0.199
C: 0.350 0.976 -0.083
C: 0.655 -0.367 -0.276
C: -0.941 1.255 -0.125
H: 2.265 -1.773 0.678
H: -1.022 -1.912 -0.399
H: 2.669 0.120 0.393
H: 1.199 1.715 0.031
H: -1.585 2.182 0.127

* SMILES: C=C1C=CC(=S)N1
* gap between HOMO and LUMO: 7.16 eV
* total charge: 0


## ii
Computed, not measured: a single C5H5NS molecule, with ωB97M-V with the def2-TZVPD basis set.

Positions of all 12 atoms, in Å:
S: 2.338 0.364 -0.103
N: -1.112 -1.542 0.617
C: -1.873 1.886 -0.005
C: 0.072 -1.134 -0.188
C: -1.410 -0.686 -0.571
C: 0.784 0.131 0.376
C: -1.753 0.697 -0.219
H: -1.062 -0.787 1.465
H: -1.967 -1.441 -1.292
H: -2.011 2.948 0.513
H: 0.415 -2.085 -0.596
H: 0.072 0.968 0.879

* SMILES: C#C[C@@H]1N[C@@H]1C=S
* gap between HOMO and LUMO: 8.29 eV
* total charge: 0


## iii
Computed, not measured: a single C5H5NS molecule, with ωB97M-V with the def2-TZVPD basis set.

Positions of all 12 atoms, in Å:
S: 2.617 -1.450 1.484
N: 0.537 -0.601 0.160
C: -1.064 0.837 -1.084
C: -0.507 -0.415 1.116
C: -0.205 0.621 0.031
C: -1.845 1.057 -1.985
C: 1.849 -0.857 0.194
H: -2.569 1.129 -2.695
H: -1.396 -1.064 0.987
H: -0.136 -0.168 2.121
H: 0.350 1.481 0.402
H: 2.370 -0.570 -0.730

* SMILES: C#C[C@H]1CN1C=S
* gap between HOMO and LUMO: 9.04 eV
* total charge: 0


The data favor i; the next most stable structure lies 32.2 kcal/mol above it.


## i
Computed, not measured: 10 unconnected molecules or ions with the total composition C20H40Br20, with ωB97M-V with the def2-TZVPD basis set.

Positions of all 80 atoms, in Å:
Br: 0.084 -4.116 3.525
Br: 5.654 0.434 2.101
Br: 2.236 3.398 -3.089
Br: -1.383 -7.391 -3.239
Br: 3.046 -0.679 -0.874
Br: 1.103 -1.157 -3.968
Br: 1.448 -5.711 -2.399
Br: -6.510 -1.912 -3.690
Br: 5.774 -4.084 -2.261
Br: -1.796 6.569 -2.061
Br: 3.037 -1.717 6.087
Br: 1.767 2.020 5.797
Br: -0.600 2.388 -0.219
Br: 1.059 -0.276 1.893
Br: -3.014 1.236 -3.500
Br: -1.814 -2.418 -1.143
Br: 3.028 2.886 0.649
Br: -2.225 3.012 3.486
Br: -5.855 3.027 -0.789
Br: -3.796 0.386 0.044
C: 1.276 1.582 -2.989
C: 4.873 -2.691 -1.206
C: 5.154 2.293 2.722
C: -1.199 -5.348 -3.493
C: 1.637 -2.376 4.881
C: -3.954 -0.475 -3.867
C: -1.593 3.930 -1.036
C: -0.184 -1.720 -0.068
C: 0.214 -4.936 -3.785
C: -0.635 -0.880 1.182
C: -5.122 1.319 1.191
C: 0.004 2.756 5.413
C: -5.391 -0.304 -3.303
C: 3.678 2.521 2.560
C: 1.847 0.643 -4.017
C: 1.727 -3.903 4.606
C: -5.088 2.762 1.021
C: 3.527 -2.373 -1.741
C: -0.268 2.609 3.925
C: -0.647 5.112 -1.422
H: 3.021 1.709 2.871
H: -0.173 5.490 -0.516
H: 0.093 4.944 -2.204
H: -4.068 3.109 0.854
H: -5.329 -0.376 -2.217
H: 2.583 -4.216 4.008
H: 4.784 -3.037 -0.176
H: -1.162 -1.426 1.966
H: 0.429 3.286 3.431
H: 1.680 -4.387 5.581
H: 0.512 -2.550 0.048
H: 2.747 -3.117 -1.581
H: -0.095 1.616 3.512
H: 0.695 -2.071 5.338
H: -3.391 -1.229 -3.317
H: -1.269 -0.040 0.898
H: 2.893 0.401 -3.828
H: -0.678 2.090 5.942
H: 1.540 1.013 -4.996
H: 0.581 -5.198 -4.777
H: 0.357 -3.861 -3.679
H: -4.021 -0.634 -4.943
H: 3.488 3.485 3.031
H: -2.378 4.265 -0.359
H: -4.771 1.010 2.176
H: 5.778 3.062 2.266
H: 3.617 -2.188 -2.811
H: -6.053 0.752 1.162
H: 0.218 1.732 -3.205
H: -5.916 0.576 -3.674
H: 1.423 1.100 -2.023
H: -5.646 3.333 1.763
H: -1.813 -5.000 -4.324
H: 5.542 -1.831 -1.212
H: -1.989 3.471 -1.942
H: -0.097 3.811 5.669
H: 0.230 -1.032 -0.805
H: 5.493 2.274 3.758
H: 1.573 -1.837 3.936
H: -1.529 -4.914 -2.550

* SMILES: BrCCBr.BrCCBr.BrCCBr.BrCCBr.BrCCBr.BrCCBr.BrCCBr.BrCCBr.BrCCBr.BrCCBr
* gap between HOMO and LUMO: 9.80 eV
* total charge: 0


## ii
Computed, not measured: 10 unconnected molecules or ions with the total composition C20H40Br20, with ωB97M-V with the def2-TZVPD basis set.

Positions of all 80 atoms, in Å:
Br: 3.920 0.410 -5.781
Br: -1.110 -1.403 -5.532
Br: 4.141 0.742 -0.914
Br: 0.204 4.997 3.169
Br: -5.882 2.144 0.301
Br: 3.312 3.571 3.787
Br: -4.215 5.802 1.223
Br: -1.271 1.836 0.845
Br: -6.484 -1.081 1.707
Br: -2.729 -2.337 3.002
Br: 0.744 -4.908 2.268
Br: 3.124 -2.766 0.579
Br: -0.390 -5.490 -3.360
Br: 0.280 -0.179 4.230
Br: -2.751 3.274 4.337
Br: 1.580 2.124 -3.647
Br: -0.454 4.660 -1.231
Br: -0.631 -1.318 -1.177
Br: -2.295 -5.770 -0.070
Br: 8.036 -1.716 -1.211
C: -1.230 -3.817 -3.996
C: -2.287 -3.967 0.768
C: -4.689 1.144 1.494
C: 2.038 -0.094 -5.394
C: -0.416 1.630 4.583
C: -2.383 4.881 -0.792
C: -3.042 -4.086 2.079
C: -0.464 -3.251 -5.135
C: 2.676 4.072 2.016
C: 1.920 -4.038 -0.225
C: -1.920 1.464 4.589
C: -2.404 5.658 0.510
C: -5.463 0.381 2.552
C: 5.566 -0.397 -1.615
C: 6.473 -0.792 -0.479
C: 1.751 -5.286 0.602
C: 1.711 0.186 -3.931
C: 1.731 5.249 1.985
C: 0.537 0.087 -0.608
C: 0.248 0.606 0.766
H: -2.570 -4.775 2.770
H: -2.222 -4.162 -4.279
H: -0.053 1.914 5.561
H: 1.991 -1.157 -5.608
H: -1.324 -3.469 0.809
H: -0.654 -3.820 -6.041
H: 0.599 -3.105 -4.992
H: 1.175 -6.062 0.109
H: 0.587 0.849 -1.384
H: -4.799 -0.113 3.256
H: 1.371 0.472 -6.037
H: 2.243 -4.260 -1.242
H: -2.807 3.883 -0.692
H: 5.069 -1.207 -2.140
H: -2.847 -3.240 0.168
H: 2.705 -5.655 0.968
H: -2.232 1.042 5.542
H: 2.218 6.126 2.404
H: -0.132 2.279 3.765
H: 6.153 0.150 -2.351
H: 2.235 3.180 1.576
H: -1.822 5.139 1.265
H: 6.856 0.119 -0.028
H: 2.506 -0.281 -3.350
H: -4.162 0.481 0.815
H: 6.001 -1.429 0.260
H: 0.751 -0.221 -3.624
H: 1.549 -0.326 -0.633
H: 0.072 -0.239 1.426
H: -2.346 0.913 3.760
H: -4.103 -4.260 1.967
H: 1.145 1.124 1.102
H: -3.953 1.813 1.932
H: 1.376 5.433 0.975
H: -6.163 1.008 3.093
H: -2.972 5.398 -1.547
H: -1.415 -3.102 -3.200
H: 3.566 4.298 1.430
H: -2.004 6.638 0.261
H: 0.931 -3.599 -0.364

* SMILES: BrCCBr.BrCCBr.BrCCBr.BrCCBr.BrCCBr.BrCCBr.BrCCBr.BrCCBr.BrCCBr.BrCCBr
* gap between HOMO and LUMO: 9.78 eV
* total charge: 0


The data favor ii; the next most stable structure lies 34.8 kcal/mol above it.